50
Properties=species:S:1:pos:R:3 method="wB97M-V/def2-TZVPD" e_above_lowest_kcal_mol=42.0 orbital_gap_ev=7.173
Mg 0.56724 -0.84892 -0.59984
C 0.66167 -1.50212 2.68720
O 0.71819 -1.33158 1.25970
H 0.98460 -2.45704 3.10186
H 1.32725 -0.79750 3.18579
H -0.33265 -1.34764 3.10621
C 3.34917 -1.18663 -2.13253
O 1.93166 -0.90798 -2.00383
H 3.89467 -1.01624 -1.20436
H 3.53756 -2.24327 -2.32261
H 3.80624 -0.50787 -2.85258
C 3.89291 3.63750 2.75406
C 2.49409 3.07165 2.79838
C 1.51888 4.05829 2.32527
O 1.02380 3.35627 1.20345
C 1.41597 2.15380 1.06792
O 1.09255 1.41630 0.17712
O 2.21296 1.94058 2.04912
H 4.10781 4.27909 3.60862
H 4.14156 4.17856 1.84109
H 4.58566 2.79889 2.68383
H 2.36127 2.82759 3.85237
H 1.94246 5.05867 2.23628
H 0.66350 4.14884 2.99477
C -1.94622 -6.17531 -0.18727
C -1.09123 -5.89616 -1.37885
C -1.79785 -5.42343 -2.61453
O -1.79954 -4.00858 -2.47462
C -0.84501 -3.67356 -1.48827
O -0.45732 -2.49953 -1.31559
O -0.31640 -4.83525 -0.96019
H -1.41000 -6.39189 0.73667
H -2.56050 -7.06942 -0.29365
H -2.58483 -5.33479 0.08438
H -0.50839 -6.75807 -1.70368
H -2.80453 -5.83841 -2.56461
H -1.25196 -5.86248 -3.44960
C -2.36216 4.59997 -0.23065
C -2.80228 3.25490 -0.75615
C -2.97366 3.00015 -2.26913
O -2.37791 1.76712 -2.37000
C -1.87317 1.33154 -1.22627
O -1.24050 0.27942 -1.02913
O -1.94595 2.25663 -0.32523
H -2.72953 5.38355 -0.89334
H -1.31086 4.88395 -0.27772
H -2.67614 4.65042 0.81193
H -3.72174 2.97118 -0.24409
H -2.48177 3.74486 -2.89486
H -4.02953 2.86392 -2.50295

---

48
Properties=species:S:1:pos:R:3 method="wB97M-V/def2-TZVPD" e_above_lowest_kcal_mol=137.0 smiles="CCC1=C(CCCCCOC)C(=O)OC1=O.C[N+](=O)[O-].C[N+](=O)[O-]" orbital_gap_ev=9.342
C 0.40350 -0.93329 3.04835
C -1.09692 -0.85085 3.41928
C -1.88241 -2.00149 2.87357
C -1.90332 -2.57310 1.66389
C -1.29518 -2.14949 0.36763
C -1.66585 -0.69723 0.04091
C -1.19445 -0.28536 -1.35960
C 0.25290 0.25940 -1.31436
C 0.33001 1.78171 -1.50403
O 1.45151 2.33209 -0.84280
C 1.20158 2.82901 0.45663
C -2.61991 -3.86236 1.88040
O -2.31658 -4.92577 1.46138
O -3.52104 -3.67390 2.91275
C -3.01480 -2.59739 3.64025
O -3.57970 -2.17031 4.59282
H 1.02791 -0.73667 3.91927
H 0.67548 -0.20464 2.28191
H 0.66792 -1.92361 2.67164
H -1.51202 0.10103 3.08614
H -1.17009 -0.93302 4.50530
H -1.75959 -2.76273 -0.40978
H -0.21041 -2.27888 0.35963
H -2.74763 -0.56591 0.14595
H -1.20815 -0.00745 0.75992
H -1.23176 -1.13321 -2.04507
H -1.84518 0.50677 -1.73179
H 0.70077 0.06299 -0.33429
H 0.86506 -0.21998 -2.08091
H 0.43798 2.02757 -2.56507
H -0.60380 2.25576 -1.17417
H 1.54367 2.12476 1.22137
H 1.75325 3.76344 0.58612
H 0.13876 3.03228 0.62722
C -1.05885 1.62001 -6.26939
N -1.47207 1.48652 -4.84490
O -1.71534 2.50112 -4.22584
O -1.53964 0.35974 -4.39762
H -1.04560 2.67314 -6.52173
H -0.07420 1.17216 -6.36207
H -1.78178 1.07246 -6.86601
C 5.40322 0.67012 0.95171
N 4.03747 0.92963 1.48371
O 3.11481 0.30351 1.00648
O 3.94013 1.76119 2.36299
H 5.32790 -0.08554 0.17961
H 5.77814 1.60974 0.55810
H 6.01433 0.33604 1.78446

---

47
Properties=species:S:1:pos:R:3 method="wB97M-V/def2-TZVPD" charge=+1 e_above_lowest_kcal_mol=7.1 orbital_gap_ev=7.917
Pd 0.04623 0.33053 -0.68551
O 0.19887 -1.07186 3.04757
C 0.59844 -0.79117 1.94568
O 0.13616 0.26147 1.28038
C 1.81258 -1.48079 1.32830
C 2.78273 -0.40476 0.78031
C 4.20069 -0.95876 0.73074
C 4.07299 -1.99239 -0.41151
C 2.63982 -1.76304 -0.89361
O 2.42002 -0.34496 -0.62855
C 1.60395 -2.36783 0.06019
C 0.20984 -2.27918 -0.58978
O -0.80256 -2.36732 0.12851
O 0.20478 -2.07290 -1.84175
H 2.26602 -2.05828 2.12975
H 2.67069 0.57975 1.22331
H 4.49771 -1.39465 1.68258
H 4.90857 -0.17086 0.47838
H 4.21853 -3.01883 -0.07756
H 4.78492 -1.79478 -1.21033
H 2.45090 -1.97150 -1.93798
H 1.78744 -3.41834 0.28869
N -4.86523 -0.90861 -1.24675
C -3.35673 -0.99567 -0.93485
C -2.56976 -1.03586 -2.23400
C -2.05974 0.31174 -2.78611
N -0.57235 0.37692 -2.67160
C -2.71849 1.50146 -2.09545
C -2.64702 1.47905 -0.56950
N -1.26925 1.83940 -0.16337
C -2.99341 0.10278 0.05178
H -5.14659 -1.69082 -1.83990
H -5.10106 -0.04458 -1.73497
H -5.41260 -0.94910 -0.38526
H -3.24472 -1.95895 -0.43663
H -3.14368 -1.56831 -2.99848
H -1.69958 -1.67298 -2.03739
H -2.30823 0.37343 -3.84788
H -0.20956 1.16319 -3.20282
H -0.16128 -0.48943 -3.02634
H -3.76756 1.54259 -2.40703
H -2.28745 2.43846 -2.46157
H -3.32766 2.24590 -0.19120
H -1.14449 1.78819 0.85117
H -1.01385 2.76976 -0.48002
H -3.78089 0.20512 0.80336
H -2.12434 -0.27771 0.59518

---

48
Properties=species:S:1:pos:R:3 method="wB97M-V/def2-TZVPD" e_above_lowest_kcal_mol=0.0 orbital_gap_ev="4.543 / 5.623"
O 1.51872 -3.68135 -0.90570
H 1.48413 -4.60842 -1.18843
Zn 0.03093 -0.00199 0.11857
N 0.97767 1.74658 -0.37416
N 1.18892 -0.51368 -1.51964
O 0.82112 3.05991 0.16310
O 0.96578 -1.62314 -2.34141
C 1.72318 1.76016 -1.46755
C 1.76863 0.50336 -2.16523
C 2.30829 3.02976 -1.96482
C 2.33562 0.36167 -3.53059
H 2.52033 3.72527 -1.14756
H 1.61578 3.51561 -2.66890
H 3.23343 2.82437 -2.51419
H 1.89494 -0.49545 -4.04593
H 3.42039 0.20548 -3.47759
H 2.14870 1.26140 -4.12625
H 0.12526 2.99095 0.84739
H 1.22802 -2.43878 -1.79757
O -1.73291 0.47925 -1.32202
H -1.92168 1.41456 -1.51176
H -1.72397 0.03202 -2.18712
C 2.03323 -3.56874 0.43022
H 1.22336 -3.74690 1.15629
H 2.43096 -2.55570 0.55402
H 2.83954 -4.29441 0.59905
O 1.49514 -0.24319 1.83662
H 2.26411 0.33999 1.69073
H 1.11878 0.02720 2.69612
N -0.96207 -1.89841 0.35674
C -2.27402 -1.63884 0.86908
C -3.35805 -2.44708 0.59517
C -4.61951 -2.09294 1.12037
C -4.77525 -0.98771 1.94723
C -3.67542 -0.13103 2.23850
C -3.72160 1.02245 3.04947
C -2.59591 1.81940 3.15839
C -1.43933 1.52155 2.42678
N -1.38097 0.43848 1.63473
C -2.42788 -0.44279 1.61310
H -0.34182 -2.30026 1.06542
H -0.96096 -2.54007 -0.43681
H -3.23159 -3.34026 -0.02097
H -5.48230 -2.71068 0.86725
H -5.75339 -0.74450 2.37429
H -4.64372 1.25820 3.57979
H -2.58538 2.69848 3.79416
H -0.54358 2.14815 2.50654

---

46
Properties=species:S:1:pos:R:3 method="wB97M-V/def2-TZVPD" charge=-1 orbital_gap_ev=5.337
O -1.30789 -1.03873 3.23646
C -1.20454 -0.14004 2.42460
O -1.36789 1.16259 2.69390
C -0.17477 1.70285 3.40642
P -0.28936 3.47997 3.28894
O -1.47519 3.97487 4.00407
O -0.37923 4.00909 1.68557
O 1.09786 4.06418 3.97217
C -0.84006 -0.39090 0.96795
C -1.68842 0.11979 0.01383
C -1.38576 -0.05313 -1.31117
C -0.23191 -0.71137 -1.66452
C 0.58889 -1.22341 -0.69803
C 0.30461 -1.06698 0.64283
H 0.74818 1.39475 2.86429
H 0.37422 4.58918 1.52033
H 1.68464 4.31556 3.24839
H -2.59201 0.66995 0.25057
H -2.05885 0.33634 -2.06810
H 0.03512 -0.85756 -2.70646
H 1.49203 -1.77542 -0.94442
H 0.93977 -1.44382 1.43148
C 1.41458 -6.05857 0.24968
C 1.62664 -5.10585 1.41808
C 1.21519 -5.74743 2.73522
O 0.87673 -3.91488 1.20932
H 0.35843 -6.32725 0.15901
H 1.70602 -5.58351 -0.68819
H 1.99688 -6.97433 0.37322
H 2.67689 -4.81247 1.46563
H 0.15290 -6.00614 2.72237
H 1.36485 -5.05178 3.56131
H 1.79176 -6.65404 2.93241
H -0.05609 -4.15233 1.16495
C 0.35764 4.65194 -3.62993
C -0.36051 3.33123 -3.86889
C -1.86860 3.52815 -3.93297
O -0.04007 2.41434 -2.82987
H 0.05040 5.08964 -2.67648
H 1.43604 4.49579 -3.57847
H 0.14598 5.36916 -4.42615
H -0.00861 2.88608 -4.80177
H -2.24468 3.93086 -2.98885
H -2.37144 2.57394 -4.09717
H -2.14614 4.21212 -4.73807
H -0.34426 2.78756 -1.99352

---

| no. | M (g/mol) |
| --- | --- |
| 1 | 392.6 |
| 2 | 348.4 |
| 3 | 420.8 |
| 4 | 393.8 |
| 5 | 335.3 |